(1)
{"formula": "C4H8N2O2", "method": "the ωB97M-V functional and the def2-TZVPD basis", "homo_lumo_gap_ha": 0.374, "homo_energy_ev": -9.302, "smiles": "[H]/N=C1/OCCON1C", "charge": 0, "elements": ["C", "C", "C", "C", "H", "H", "H", "H", "H", "H", "H", "H", "N", "N", "O", "O"], "positions_angstrom": [[-1.721, -1.084, 0.088], [1.782, -0.523, -0.316], [1.654, 0.803, 0.327], [-0.598, 1.019, -0.125], [-1.623, -2.149, 0.251], [-2.331, -0.626, 0.986], [-2.264, -0.788, -0.837], [2.387, -1.069, 0.481], [2.394, -0.420, -1.234], [2.594, 1.295, 0.111], [1.418, 0.590, 1.383], [-2.501, 1.000, -0.314], [-0.460, -0.373, 0.318], [-1.721, 1.639, -0.346], [0.452, -0.988, -0.588], [0.538, 1.674, -0.184]]}



(2)
{"formula": "C4H8N2O2", "method": "the ωB97M-V functional and the def2-TZVPD basis", "homo_lumo_gap_ha": 0.370, "homo_energy_ev": -9.471, "smiles": "NC(=O)C[C@@H](N)C=O", "charge": 0, "elements": ["O", "C", "C", "C", "C", "N", "O", "N", "H", "H", "H", "H", "H", "H", "H", "H"], "positions_angstrom": [[-0.440, -0.431, -3.083], [-0.876, -0.035, -2.028], [-0.307, -0.359, -0.673], [0.086, 0.979, -0.070], [0.933, 0.797, 1.228], [1.413, -0.453, 1.570], [1.110, 1.766, 1.919], [-1.307, -1.093, 0.104], [-1.679, 0.705, -2.222], [0.568, -0.989, -0.857], [0.622, 1.576, -0.816], [-0.869, 1.445, 0.142], [1.998, -0.406, 2.392], [1.539, -1.282, 1.019], [-1.927, -0.488, 0.627], [-0.863, -1.730, 0.749]]}



(3)
{"formula": "C4H8N2O2", "method": "the ωB97M-V functional and the def2-TZVPD basis", "homo_lumo_gap_ha": 0.352, "homo_energy_ev": -8.644, "smiles": "C[C@@]1(O)C=CON1N", "charge": 0, "elements": ["C", "C", "C", "C", "N", "N", "O", "O", "H", "H", "H", "H", "H", "H", "H", "H"], "positions_angstrom": [[1.004, 1.425, -0.665], [2.096, 0.915, -0.133], [-0.238, 0.137, -0.179], [-1.224, 0.676, 0.835], [0.672, -0.892, 0.338], [0.750, -2.001, -0.402], [2.006, -0.301, 0.481], [-0.941, -0.272, -1.258], [0.891, 2.243, -1.235], [3.044, 1.283, -0.071], [-0.817, 1.230, 1.677], [-1.594, -0.299, 1.200], [-1.851, 1.424, 0.407], [1.080, -1.952, -1.307], [0.973, -2.835, 0.131], [-1.062, -1.289, -1.133]]}



(4)
{"formula": "C4H8N2O2", "method": "the ωB97M-V functional and the def2-TZVPD basis", "homo_lumo_gap_ha": 0.315, "homo_energy_ev": -8.059, "smiles": "CC(C(=O)O)=C(N)N", "charge": 0, "elements": ["C", "C", "C", "C", "H", "H", "H", "H", "H", "H", "H", "H", "N", "N", "O", "O"], "positions_angstrom": [[-0.047, 2.102, 0.034], [0.011, 0.536, 0.204], [-1.102, -0.224, 0.019], [1.386, -0.107, 0.049], [-1.245, 2.408, -0.307], [0.839, 2.401, -0.810], [0.433, 2.558, 1.129], [-2.553, 1.139, 0.627], [-3.068, 0.160, -0.635], [-2.119, -1.883, -0.065], [-0.398, -2.045, -0.549], [0.836, -1.861, 0.863], [-2.362, 0.226, 0.065], [-1.180, -1.459, -0.281], [1.471, -1.516, 0.258], [2.352, 0.505, -0.330]]}



(5)
{"formula": "C4H8N2O2", "method": "the ωB97M-V functional and the def2-TZVPD basis", "homo_lumo_gap_ha": 0.346, "homo_energy_ev": -9.757, "charge": 0, "elements": ["C", "C", "C", "C", "H", "H", "H", "H", "H", "H", "H", "H", "N", "N", "O", "O"], "positions_angstrom": [[-2.746, -0.296, -0.330], [-1.175, -0.088, 0.153], [1.771, 0.953, 0.279], [2.329, -0.354, 0.332], [-2.632, -0.941, -1.284], [-3.114, -1.169, 0.467], [-3.404, 0.703, -0.246], [-1.341, 1.473, -0.949], [2.664, 1.807, 0.258], [2.080, -0.949, 1.294], [3.582, -0.097, 0.318], [0.668, -1.557, -0.294], [-0.405, 0.738, -0.591], [0.617, 1.451, -0.020], [-0.897, -0.398, 1.349], [2.003, -1.279, -0.735]]}



(6)
{"formula": "C4H8N2O2", "method": "the ωB97M-V functional and the def2-TZVPD basis", "homo_lumo_gap_ha": 0.335, "homo_energy_ev": -8.407, "charge": 0, "elements": ["C", "C", "N", "C", "C", "O", "O", "N", "H", "H", "H", "H", "H", "H", "H", "H"], "positions_angstrom": [[-0.066, -0.921, 1.158], [0.302, 0.470, 0.686], [-1.936, 0.684, -0.457], [0.096, -1.131, -0.375], [-0.532, 0.390, -0.587], [1.895, -0.317, -1.611], [0.466, 1.551, 1.514], [1.523, -0.753, -0.295], [2.846, -0.507, -1.625], [0.866, 2.244, 0.967], [-2.196, 1.652, -0.608], [-2.446, 0.298, 0.327], [0.639, -1.461, 1.798], [-1.075, -1.028, 1.570], [-0.264, -1.976, -0.956], [-0.119, 0.805, -1.507]]}



(7)
{"formula": "C4H8N2O2", "method": "the ωB97M-V functional and the def2-TZVPD basis", "homo_lumo_gap_ha": 0.328, "homo_energy_ev": -8.938, "smiles": "[H]/N=C(\\N=C/C)C(O)O", "charge": 0, "elements": ["C", "C", "C", "C", "O", "O", "N", "N", "H", "H", "H", "H", "H", "H", "H", "H"], "positions_angstrom": [[0.068, 0.205, -1.775], [0.244, 0.647, 1.953], [-0.378, -1.046, -0.562], [1.106, -0.198, 1.054], [-1.055, 0.984, -1.858], [1.163, 0.848, -1.370], [0.594, -1.129, 0.297], [-1.573, -1.401, -0.740], [-1.815, 0.378, -1.772], [1.027, 1.201, -0.383], [0.243, -0.426, -2.660], [-1.868, -2.194, -0.175], [2.093, -0.448, 1.438], [-0.688, 0.900, 1.448], [0.047, 0.125, 2.892], [0.792, 1.553, 2.211]]}



(8)
{"formula": "C4H8N2O2", "method": "the ωB97M-V functional and the def2-TZVPD basis", "homo_lumo_gap_ha": 0.344, "homo_energy_ev": -9.067, "smiles": "CN(C=O)/N=C\\CO", "charge": 0, "elements": ["C", "C", "C", "C", "H", "H", "H", "H", "H", "H", "H", "H", "N", "N", "O", "O"], "positions_angstrom": [[0.347, -1.476, -0.004], [1.817, -1.009, 1.764], [-0.367, 1.311, 0.243], [-1.360, 1.007, -0.892], [-0.774, -1.100, -0.346], [0.351, -2.527, 0.465], [0.819, -1.530, -1.134], [2.131, -0.180, 2.494], [-0.369, 2.498, 0.305], [-2.296, 0.657, -0.241], [-1.211, 0.038, -1.515], [-0.968, 2.153, -2.764], [0.852, -0.495, 0.915], [0.348, 0.692, 1.061], [2.360, -2.043, 1.514], [-1.680, 2.005, -1.863]]}



(9)
{"formula": "C4H8N2O2", "method": "the ωB97M-V functional and the def2-TZVPD basis", "homo_lumo_gap_ha": 0.191, "homo_energy_ev": -8.000, "charge": 0, "elements": ["C", "C", "C", "O", "N", "C", "N", "O", "H", "H", "H", "H", "H", "H", "H", "H"], "positions_angstrom": [[0.015, -0.825, 0.927], [-1.315, -0.259, 0.869], [-1.267, 1.264, 1.200], [-1.214, 2.286, 0.545], [1.066, -0.172, 0.166], [1.410, -0.107, -1.308], [0.522, -1.008, -2.020], [1.517, 1.060, -1.862], [0.668, -1.001, 1.741], [0.117, -1.582, -1.249], [-2.085, -0.544, 1.672], [-2.032, -0.142, 0.029], [-1.232, 1.497, 2.296], [1.568, 0.535, 0.684], [2.475, -0.531, -1.237], [-0.215, -0.474, -2.455]]}



(10)
{"formula": "C4H8N2O3", "method": "the ωB97M-V functional and the def2-TZVPD basis", "homo_lumo_gap_ha": 0.372, "homo_energy_ev": -9.699, "smiles": "NC(=O)C[C@H](N)C(=O)O", "charge": 0, "elements": ["C", "C", "C", "C", "H", "H", "H", "H", "H", "H", "H", "H", "N", "N", "O", "O", "O"], "positions_angstrom": [[-0.718, 0.279, 0.419], [-0.627, 0.992, -0.916], [-0.040, -1.052, 0.324], [1.446, -1.140, 0.569], [-2.418, 0.037, 1.748], [-2.812, -0.497, 0.373], [-0.280, 0.830, 1.165], [-0.260, -1.487, -0.643], [-0.351, -1.690, 1.184], [3.080, 0.101, 0.496], [1.654, 0.546, -0.347], [-2.222, 1.600, -0.351], [-2.214, 0.216, 0.742], [2.085, 0.041, 0.444], [0.308, 0.922, -1.697], [1.790, -2.260, 0.927], [-1.580, 1.874, -1.018]]}



(11)
{"formula": "C4H8N2O3", "method": "the ωB97M-V functional and the def2-TZVPD basis", "homo_lumo_gap_ha": 0.399, "homo_energy_ev": -10.186, "smiles": "CCNOC(=O)NC=O", "charge": 0, "elements": ["C", "C", "C", "C", "N", "N", "O", "O", "O", "H", "H", "H", "H", "H", "H", "H", "H"], "positions_angstrom": [[0.593, -1.495, 0.182], [2.466, -0.056, 0.840], [-1.741, 0.293, -1.242], [-1.557, 1.087, 0.076], [1.851, -0.909, -0.052], [-0.190, 0.744, 0.544], [0.339, -2.682, 0.074], [-0.339, -0.736, 0.743], [2.078, 0.647, 1.730], [3.434, 0.138, 0.508], [-1.588, -0.836, -1.006], [-2.803, 0.422, -1.458], [-1.107, 0.562, -2.063], [-1.458, 2.178, -0.172], [-2.366, 0.837, 0.774], [2.298, -1.237, -0.930], [0.090, 1.043, 1.453]]}



(12)
{"formula": "C4H8N2O3", "method": "the ωB97M-V functional and the def2-TZVPD basis", "homo_lumo_gap_ha": 0.362, "homo_energy_ev": -9.649, "smiles": "NC(=O)C[C@H](N)C(=O)O", "charge": 0, "elements": ["C", "C", "C", "C", "H", "H", "H", "H", "H", "H", "H", "H", "N", "N", "O", "O", "O"], "positions_angstrom": [[0.486, 0.420, 0.251], [1.327, -0.875, -0.055], [-0.668, 0.366, -0.651], [-1.886, -0.213, -0.119], [1.856, 2.186, 1.089], [0.856, 2.235, -0.726], [0.041, 0.393, 1.380], [-0.914, 1.487, -0.777], [-0.407, -0.221, -1.553], [-1.280, -2.157, 0.067], [-2.600, -1.624, 1.091], [2.852, 0.215, 0.126], [1.476, 1.515, 0.108], [-1.820, -1.386, 0.354], [0.944, -1.953, -0.311], [-2.969, 0.384, -0.159], [2.706, -0.771, -0.114]]}



The records above give, respectively, LUMO values of 0.868 0.608 0.931 0.511 -0.331 0.715 -0.025 0.301 -2.813 0.415 0.670 0.200 eV.